[1]
One molecule with the formula C20H24N2O5S in a non-equilibrium geometry. Source: the OMol25 dataset; level of theory: wB97M-V/def2-TZVPD.

The geometry in XYZ format:
```
52
C20H24N2O5S wB97M-V/def2-TZVPD
C -1.43948 -0.20018 1.36548
O 0.39656 -1.53117 -1.78917
H 3.04296 -2.29101 -1.01085
O -5.94682 0.00876 0.09756
H -5.90997 -1.57511 -1.20995
C 5.10281 0.21927 -0.35772
C 6.72801 2.00089 -0.60007
C -1.16156 -0.46170 0.03489
H -0.79905 -0.61906 2.12427
C -6.08556 1.15785 -0.54153
H -2.77624 0.80068 2.71603
H 0.96850 0.99815 -0.76174
H 2.40927 -0.40951 -2.17722
H -5.90783 -2.40036 1.14908
O -6.71645 1.32640 -1.55112
H 2.30611 1.25937 0.38724
O 0.11731 -2.74525 0.33238
C 5.61728 1.32075 -1.05413
C 7.37622 1.60492 0.55814
C -6.58233 -1.14798 -0.45811
N 4.02142 -0.48341 -0.87489
H 2.16028 -2.33761 1.29014
H -7.29943 -3.03393 0.25662
H 3.21047 1.15414 -1.91082
C 3.56701 -1.70626 -0.24637
H -6.08482 2.85422 0.75928
N 1.46162 -0.62693 0.39953
H -7.51033 -1.70165 1.40211
H 7.09721 2.84577 -1.16358
C -5.34758 2.28897 0.18025
C 2.57779 -1.41448 0.88854
H 4.41849 -2.28797 0.10547
C 6.89287 0.50843 1.24796
H 5.43019 -1.01545 1.38407
H 5.15800 1.63771 -1.97777
C -3.05970 0.82746 -0.65103
H 3.06038 -0.84613 1.69024
H 7.38490 0.17903 2.15208
H -7.50886 -0.83718 -0.95210
H 8.24497 2.13848 0.91190
H -4.91385 2.96079 -0.57178
H -1.71414 -0.18050 -1.99351
H -3.67904 1.20934 -1.44769
C 1.86838 0.55616 -0.33058
C 2.89057 0.23093 -1.43245
C -3.35234 1.09568 0.68459
C -2.52836 0.57875 1.69062
C -1.96041 0.04654 -0.96800
S 0.23898 -1.49548 -0.35897
O -4.39664 1.84885 1.11536
C -6.84287 -2.13625 0.66270
C 5.77512 -0.17374 0.80465
```

Computed properties:
Molecular weight = 404.5 u
Energy = -45181.854 eV
LUMO level = 0.638 eV
Orbital gap = 0.3037 Eh
SMILES = CCOC(=O)COc1ccc(S(=O)(=O)N2CCN(c3ccccc3)CC2)cc1
Relative energy (zero: lowest compared OMol25 entry of this formula, charge and spin) = 215.1 kJ/mol

These are the Löwdin partial charges, in e, on atoms 1 to 5:
1. C -0.043
2. O -0.289
3. H 0.129
4. O 0.007
5. H 0.134



[2]
One molecule with the formula C20H24O5S. Source: the OMol25 dataset; level of theory: wB97M-V/def2-TZVPD.

The geometry in XYZ format:
```
50
C20H24O5S wB97M-V/def2-TZVPD
C 1.62872 -0.65510 -1.42384
C -2.91017 0.48257 -1.50926
C 4.54525 0.39630 0.44791
H -5.43280 3.36978 -1.15873
H 3.81713 -3.01671 0.50965
H 5.27803 -1.32896 1.51086
C -2.06108 -0.75096 1.50763
C -4.72599 2.55935 -1.25995
C -3.36626 2.81345 -1.17223
C -0.42727 0.99459 1.72190
H 0.60194 1.31558 1.67801
H -6.24067 1.07302 -1.54804
H 5.54457 -1.36937 -0.23919
C -1.42604 1.88630 2.06470
H 2.76818 -1.66856 0.98826
O 0.31350 -1.17106 1.12035
C -0.73820 -0.32936 1.42870
O 4.03873 -1.39539 -2.22789
O -0.70156 -0.29754 -1.41836
H 4.06800 0.60490 -0.51035
C -1.98262 -0.66780 -1.58883
H 2.72996 0.41446 1.64785
H -4.07857 -0.18639 1.89233
H 3.52023 1.98410 1.48983
C -5.18109 1.26845 -1.47785
S 2.99056 -1.88537 -1.37449
H 1.72498 -0.13336 -2.37263
C 0.27845 -1.33426 -1.30784
O -2.32546 -1.81274 -1.75387
H -3.01606 3.82087 -1.00387
O 2.42833 -3.17084 -1.69906
H -3.52731 2.17070 2.36961
C 3.59639 -1.96368 0.35188
C -2.74532 1.47174 2.11585
H -1.17063 2.91230 2.28420
H -2.32724 -1.77828 1.31060
C -4.27719 0.23147 -1.60230
C 0.12446 -2.06172 0.03904
H 5.50061 0.92493 0.45516
H 0.89534 -2.82982 0.10940
H 0.13878 -2.06805 -2.10993
C -2.45603 1.78120 -1.29591
H -4.60612 -0.78328 -1.76755
C -3.05417 0.15108 1.84342
H -1.39704 1.96956 -1.22297
H 1.77241 0.04182 -0.60331
H -0.85446 -2.54562 0.07063
H 4.20187 0.75228 2.54911
C 4.82931 -1.10252 0.54023
C 3.69360 0.91595 1.60113
```

Computed properties:
Molecular weight = 376.5 u
Energy = -42202.201 eV
LUMO level = 0.376 eV
Orbital gap = 0.3401 Eh
SMILES = CCCCS(=O)(=O)C[C@@H](COc1ccccc1)OC(=O)c1ccccc1
Relative energy (zero: lowest compared OMol25 entry of this formula, charge and spin) = 0.0 kJ/mol

These are the Löwdin partial charges, in e, on atoms 1 to 5:
1. C -0.130
2. C -0.132
3. C -0.257
4. H 0.103
5. H 0.108



[3]
A 3-piece molecular cluster, C20H25BBr4O6 overall in a non-equilibrium geometry. Source: the OMol25 dataset; level of theory: wB97M-V/def2-TZVPD.

The geometry in XYZ format:
```
56
C20H25BBr4O6 wB97M-V/def2-TZVPD
B 3.43004 -2.60276 5.00612
H -0.97745 7.75378 -4.49937
H -3.22077 -1.36400 -0.00239
Br -1.31808 7.52432 -0.69102
H 0.27945 7.11196 -2.52809
C -2.15422 -0.92355 1.91110
C -0.61974 -1.08232 -5.22259
H -2.44453 -2.19760 -1.83056
O -1.03455 -4.60390 2.08842
C 3.33570 -1.87899 3.58927
C -1.44602 7.89905 -3.52845
C -2.00952 -2.98427 0.64580
H -0.24663 4.68203 -0.19125
C -0.77574 -3.35204 -2.45154
H 1.41736 5.29245 -0.19684
C 1.24977 3.27961 0.52385
C -0.80277 7.00935 -2.49903
C -2.18503 -3.25381 -1.87571
Br -3.32019 7.45015 -3.79184
H 3.85012 -0.91390 3.56590
C -2.54802 -1.76811 0.74332
C 0.04117 -0.06211 2.81424
C 1.11358 -2.66389 2.67737
O 2.35761 -3.29844 5.53402
C -0.02091 -2.10217 -4.29269
H -0.40192 -4.37423 -2.37049
C -0.73636 -1.10868 2.34490
C -1.06066 -3.46036 1.70901
O 4.58320 -2.55306 5.74152
H -1.55480 -0.68463 -4.82797
C 0.79247 4.41525 -0.35175
H 5.33545 -2.33723 5.18023
C -2.26722 -3.94563 -0.49814
H -3.19448 -4.49969 -0.36308
C 1.35359 -0.34157 3.19445
H 1.35753 3.61558 1.55330
H 1.97356 0.48313 3.53609
H -1.40780 8.95022 -3.26172
H 2.18209 2.83614 0.18912
H 0.07478 -0.26304 -5.37750
O 1.14176 -2.06963 -4.00189
H -2.82996 -3.79966 -2.56402
H -1.06803 5.96581 -2.61781
C -0.17864 -2.38729 2.26900
H 3.78425 -2.48574 2.79402
Br 0.98130 3.97626 -2.24079
H -0.06691 -2.68560 -1.96098
H -0.83045 -1.53782 -6.19226
H -1.45317 -4.67430 -0.47916
Br -0.06264 1.84256 0.59064
H -0.34631 0.93413 2.87320
O -0.87946 -3.05292 -3.86384
C 1.90852 -1.61428 3.15337
H 2.38374 -4.22254 5.26541
O -2.91907 -0.18256 2.47567
H 1.45499 -3.68947 2.60341
```

Computed properties:
Molecular weight = 691.8 u
Energy = -314279.051 eV
LUMO level = -0.627 eV
Orbital gap = 0.3171 Eh
SMILES = CC(=O)OCCCC1=CC(=O)c2ccc(CB(O)O)cc2C1=O.BrCCBr.BrCCBr

These are the Löwdin partial charges, in e, on atoms 1 to 5:
1. B -0.622
2. H 0.058
3. H 0.128
4. Br 0.620
5. H 0.048



[4]
A 3-piece molecular cluster, C20H25BN2O10PS overall in a non-equilibrium geometry. Source: the OMol25 dataset; level of theory: wB97M-V/def2-TZVPD.

The geometry in XYZ format:
```
60
C20H25BN2O10PS wB97M-V/def2-TZVPD
H 8.00888 -5.07599 1.16315
C -4.91236 4.74378 2.64587
C 4.76535 0.62498 1.16019
H -8.13085 3.46310 2.98357
O -1.89693 0.02837 -2.45756
H 4.90955 -5.55614 -1.02793
C -6.89670 3.27863 1.19924
C 3.41760 -1.74638 -0.87981
H 4.14535 0.27269 -2.50860
H 3.79715 0.24588 0.81732
N 4.60781 -1.35170 -1.24886
C -5.55312 3.60016 0.60608
O 1.87620 -0.67016 -2.51915
C 0.87923 -0.94648 -0.14325
O -6.42792 0.80477 -1.50012
C -7.16806 3.71460 2.56164
C -4.63112 4.28832 1.29196
H 4.59721 1.12537 2.11768
N 3.53940 -2.86394 -0.14130
C 5.02814 -0.20790 -2.08712
C -3.07403 -0.24863 -1.88442
C -4.33784 -1.84094 -0.37575
H -1.30692 -0.69627 -2.17887
H -6.14591 2.69319 -0.92278
H 1.29525 -1.13759 0.85178
C -5.40377 0.15977 -1.38889
H 2.80921 -3.41674 0.28281
C -6.24345 4.39996 3.24669
O -2.07646 -2.14762 -0.96421
H 5.57898 -0.63303 -2.92934
H -7.20146 -0.64265 -0.20315
O -6.44576 4.81699 4.49384
S 6.18358 0.92556 -1.28842
O -5.33190 3.16369 -0.63383
C -5.42637 -1.07088 -0.52820
H -4.33961 -2.72961 0.23928
C 4.88333 -3.15774 -0.08938
C -3.10255 -1.48965 -1.04720
O -7.69992 2.66573 0.52369
H 4.58390 2.35415 -0.09945
O -4.12050 5.38364 3.31131
H 7.64913 -3.30460 1.42068
H -3.66240 4.52817 0.87664
H 0.37437 0.02092 -0.20016
C 5.58177 -2.23276 -0.76465
C 7.49602 -4.18717 0.79777
H -4.14265 1.41854 -2.64661
O 5.54649 -5.84144 -0.36043
H 0.17583 -1.77370 -0.32501
H 5.42209 -0.23132 1.34010
P 5.69565 -4.59716 0.74821
H 6.64340 -2.17799 -0.92753
C 5.36467 1.63651 0.16755
B 2.00834 -1.07068 -1.23063
O -6.57827 -1.34615 0.06660
H -5.63045 5.28549 4.75544
C -4.15274 0.52170 -2.04349
H 1.19485 0.01201 -2.59768
H 6.14220 2.19144 0.69829
H 7.83908 -3.97513 -0.22361
```

Computed properties:
Molecular weight = 527.3 u
Energy = -65396.022 eV
Total charge = +1
LUMO level = -3.694 eV
Orbital gap = 0.2707 Eh

These are the Löwdin partial charges, in e, on atoms 1 to 5:
1. H 0.048
2. C -0.318
3. C -0.139
4. H 0.138
5. O 0.096



[5]
C20H25BN6O2V as an isolated structure in a non-equilibrium geometry. Source: the OMol25 dataset; level of theory: wB97M-V/def2-TZVPD.

The geometry in XYZ format:
```
55
C20H25BN6O2V wB97M-V/def2-TZVPD
C 6.49074 14.86797 9.54062
C 12.59678 12.89036 13.28685
C 12.42421 12.79730 11.79658
H 6.94639 6.74020 12.10115
C 8.74944 11.62879 14.29365
C 6.84225 7.85757 10.34489
H 9.04131 15.77128 12.94123
H 6.81088 16.64333 10.99446
H 7.69456 11.90720 16.16446
H 12.89743 11.92075 13.59270
C 7.01403 15.58885 10.65417
H 9.83110 14.28249 12.11947
C 8.52887 10.18725 7.80679
N 8.30518 13.64367 13.49949
H 8.27592 11.08113 8.33789
H 13.38018 13.56863 13.62579
C 6.63099 6.71151 9.55421
C 6.76578 5.60446 7.26820
H 6.55454 8.55446 12.33815
C 7.42607 10.35277 10.53934
H 6.97022 5.82094 6.24700
C 12.94993 12.20050 9.70901
H 7.16169 14.34629 15.13494
H 9.20593 10.66320 14.34849
H 7.81925 7.96904 6.64842
H 14.36752 12.87834 11.12500
N 11.27932 12.48376 11.16476
O 6.44007 10.82609 10.94434
H 9.60781 10.10706 7.91258
C 6.38133 7.64009 11.73402
C 7.46569 9.01895 9.78523
C 7.46927 7.94578 7.65922
N 8.01622 13.62475 10.60734
C 7.71478 13.53976 14.65937
N 13.41995 12.65024 10.92206
H 10.92800 11.88262 9.08870
C 11.61992 12.15668 9.82403
H 7.58292 4.93892 7.67785
H 5.84424 5.04694 7.43782
C 6.88253 6.78239 8.17309
H 6.16381 5.88425 10.00538
H 5.75022 15.20027 8.81651
V 9.33708 12.45604 11.43487
N 7.87524 14.80374 11.28253
H 8.23423 10.32384 6.78589
H 6.99752 12.79464 8.92544
H 11.67448 13.25028 13.77974
N 8.93441 12.42891 13.23374
H 5.32779 7.35649 11.80949
C 7.14139 13.64304 9.53691
C 7.97877 12.28330 15.20426
O 8.67324 11.03463 10.57184
B 8.74660 14.76298 12.52371
C 7.82451 9.03387 8.47275
H 13.63412 12.18312 8.85874
```

Computed properties:
Molecular weight = 443.2 u
Energy = -60516.025 eV
Total charge = +3
LUMO level (alpha / beta) = -13.291 / -13.416 eV
Orbital gap (alpha / beta) = 0.1146 / 0.1111 Eh

These are the Löwdin partial charges, in e, on atoms 1 to 5:
1. C 0.058
2. C 0.054
3. C -0.277
4. H 0.126
5. C -0.023